Below is one molecule with the formula C4H7NO, with properties calculated with ωB97M-V/def2-TZVPD.

```
13
Properties=species:S:1:pos:R:3:forces:R:3
N 0.06348 0.71459 1.82339 0.02 0.11 0.13
C -0.91788 0.44044 0.60845 -0.21 0.02 -0.03
O -2.03733 0.87058 0.60944 0.51 -0.20 -0.02
C -0.09335 -0.51829 -0.05797 -0.25 0.01 -0.11
C 0.91294 -0.10498 -1.11671 0.26 0.08 -0.06
C -0.25193 -0.99676 -1.45323 -0.14 -0.07 -0.12
H 0.48678 1.64222 1.82877 -0.09 -0.15 -0.02
H -0.38763 0.53393 2.71821 0.06 0.01 -0.14
H 0.55456 -0.27612 1.29623 -0.05 0.16 0.12
H 0.88740 0.90555 -1.52259 -0.04 -0.15 0.10
H 1.91178 -0.53484 -1.06753 -0.19 0.04 -0.01
H -0.06031 -2.05016 -1.64773 0.00 0.19 0.05
H -1.03889 -0.56410 -2.06943 0.11 -0.05 0.12
```
Forces are in eV/Å.

- HOMO energy (eV) = -8.13
- frontier orbital gap (Eh) = 0.324
- energy above the lowest of the compared OMol25 structures with the same formula, charge and spin (kcal/mol) = 98.1
- structure (SMILES) = [NH3+]C([O-])=C1CC1